No. 1
{"formula": "C20H39F8LiNO6", "method": "ωB97M-V/def2-TZVPD", "species": ["Li", "C", "O", "C", "C", "N", "H", "H", "C", "C", "O", "C", "H", "H", "H", "H", "H", "H", "H", "H", "H", "H", "H", "H", "H", "H", "C", "O", "H", "H", "H", "C", "C", "C", "F", "F", "F", "F", "O", "C", "C", "F", "F", "F", "F", "H", "H", "H", "H", "C", "C", "C", "O", "C", "H", "H", "H", "H", "H", "H", "H", "H", "C", "C", "C", "O", "C", "H", "H", "H", "H", "H", "H", "H", "H"], "positions_angstrom": [[-0.43682, 3.87432, 0.83113], [4.51193, 1.82836, -1.47555], [3.79342, 0.87875, -2.25527], [3.43538, -0.26346, -1.55586], [2.08649, -0.13165, -0.82988], [1.28048, 0.99756, -1.36560], [0.41364, 1.03412, -0.76877], [1.65582, 1.91920, -1.14502], [0.95942, 0.75499, -2.80606], [-0.18018, 1.59761, -3.29718], [-1.30825, 1.28555, -2.50744], [-2.43953, 1.96104, -2.96565], [4.59456, 2.73039, -2.07209], [5.52493, 1.47894, -1.24793], [4.01959, 1.98091, -0.50678], [4.21478, -0.54946, -0.83740], [3.43149, -1.15281, -2.19355], [2.23252, 0.02837, 0.24145], [1.41064, -0.98482, -0.85218], [0.65026, -0.28533, -2.88325], [1.88111, 0.95383, -3.33897], [-0.44244, 1.31912, -4.32352], [0.03057, 2.67443, -3.23244], [-2.75877, 1.61563, -3.95584], [-2.28887, 3.04837, -2.96605], [-3.27131, 1.75950, -2.29391], [-0.81211, 0.70688, 1.01267], [-0.27842, 1.95546, 0.79459], [-0.48747, 0.26144, 1.96384], [-1.91416, 0.66851, 0.95692], [-0.51930, -0.00917, 0.20580], [2.71848, -4.11259, 3.28995], [2.45988, -2.64589, 3.57269], [0.98600, -2.29745, 3.70723], [0.25338, -2.84860, 2.72313], [0.52730, -2.77194, 4.90389], [3.15315, -2.26652, 4.66298], [2.92404, -1.87310, 2.53309], [4.10212, -4.36940, 3.22820], [4.60709, -5.25518, 4.14553], [6.12086, -5.10174, 4.07768], [6.72635, -6.05974, 4.79608], [6.52249, -5.20143, 2.78005], [4.19626, -4.95191, 5.38993], [4.21698, -6.50392, 3.84209], [2.23672, -4.44249, 2.37093], [2.24676, -4.67726, 4.10136], [0.81458, -1.21860, 3.71948], [6.40244, -4.10307, 4.41738], [-4.45100, 4.29753, -0.49958], [-4.48947, 5.69461, 0.14173], [-3.00334, 5.94249, 0.48070], [-2.40505, 4.61540, 0.49761], [-3.41465, 3.61072, 0.34550], [-4.15665, 4.39148, -1.54759], [-5.45529, 3.87261, -0.52303], [-5.07319, 5.73552, 1.05816], [-4.86061, 6.41912, -0.58063], [-2.90675, 6.35324, 1.48318], [-2.51855, 6.52232, -0.30113], [-3.82636, 3.29435, 1.30856], [-2.95783, 2.73252, -0.10276], [-3.08692, -1.71957, -2.91205], [-3.53540, -1.06402, -1.59634], [-3.18764, -2.14601, -0.56591], [-3.27637, -3.39025, -1.22880], [-2.86703, -3.21097, -2.56492], [-2.16327, -1.20982, -3.20055], [-3.82173, -1.51665, -3.68985], [-4.59158, -0.80766, -1.53868], [-2.94816, -0.18600, -1.32042], [-3.79257, -2.16183, 0.33952], [-2.14780, -2.04587, -0.20741], [-3.46972, -3.83428, -3.21790], [-1.79730, -3.42471, -2.64926]], "atomic_forces_ev_per_a": [[-0.8, -1.3, 0.1], [0.2, -0.4, 0.2], [0.2, 0.5, -0.3], [0.3, -1.6, 0.5], [0.2, 0.5, 1.0], [-1.2, -0.5, 0.6], [0.2, 0.3, -0.3], [0.5, -0.1, -0.4], [0.0, 0.4, 0.0], [-0.6, 0.0, 0.2], [0.5, -0.1, 0.4], [-0.9, 0.4, 0.0], [-0.2, 0.2, 0.1], [-0.1, -0.1, -0.1], [-0.1, 0.3, -0.1], [-0.2, 0.3, 0.2], [-0.2, 0.5, -0.5], [0.0, 0.4, -0.1], [0.3, -0.3, -0.4], [0.2, -0.1, 0.0], [-0.1, -0.2, -0.3], [0.5, 0.2, -0.2], [0.1, 0.0, -0.2], [0.2, 0.1, -0.1], [0.1, -0.1, -0.2], [0.1, -0.1, 0.1], [-0.2, -0.1, -0.4], [0.4, 1.4, -0.5], [-0.1, -0.1, 0.0], [0.0, 0.1, 0.3], [0.0, -0.2, 0.3], [-0.6, -0.6, 0.5], [0.6, -0.3, -0.8], [-0.6, 0.5, 1.3], [0.1, -0.2, -0.3], [0.1, -0.2, -0.4], [-0.3, 0.2, 0.1], [0.0, 0.0, -0.1], [0.2, 0.2, 0.1], [0.0, 0.5, -0.8], [0.5, 0.3, -0.5], [-0.1, 0.0, 0.0], [-0.1, -0.3, 0.3], [-0.1, -0.3, 0.2], [-0.1, -0.1, 0.4], [0.1, 0.3, -0.1], [0.0, 0.1, 0.0], [0.2, 0.0, -0.2], [0.0, -0.1, 0.3], [-0.8, 0.6, 0.0], [0.7, 0.1, -0.4], [-0.8, -0.8, 0.0], [1.0, 0.0, 0.2], [-0.2, -0.4, -0.2], [0.3, -0.1, 0.1], [0.2, -0.3, 0.3], [-0.2, -0.1, -0.1], [-0.1, 0.2, 0.2], [0.3, 0.4, -0.2], [0.2, 0.1, 0.2], [0.1, 0.2, 0.1], [0.2, 0.0, -0.1], [0.0, 0.9, 0.3], [0.3, -0.4, 1.0], [0.6, -0.1, 0.2], [-0.7, -0.2, 0.1], [0.1, 0.9, -0.3], [0.0, -0.3, -0.2], [0.0, -0.3, -0.1], [-0.1, -0.1, -0.2], [-0.1, 0.1, -0.3], [-0.3, -0.1, -0.2], [0.0, 0.3, -0.1], [0.2, -0.4, 0.1], [0.0, -0.3, -0.2]], "mulliken_charge": [0.88, -0.77, -0.38, -0.73, -0.83, 0.73, -0.53, 0.45, -0.58, -0.82, 0.06, -1.12, 0.24, 0.30, 0.35, 0.44, 0.38, 0.59, 0.56, 0.39, 0.42, 0.40, 0.42, 0.38, 0.43, 0.25, -0.14, -0.84, 0.07, 0.23, -0.18, -1.12, 1.07, 0.14, -0.24, -0.29, -0.30, -0.27, -0.36, 0.90, 0.16, -0.25, -0.25, -0.28, -0.29, 0.44, 0.44, 0.22, 0.25, -0.46, -0.73, -0.51, -0.34, 0.60, 0.21, 0.45, 0.29, 0.36, 0.29, 0.33, 0.29, -0.75, -0.20, 0.80, -0.50, -0.46, -0.50, -0.19, 0.34, 0.34, -0.79, 0.37, 0.12, 0.29, 0.30], "homo_ev": -11.401, "max_force_ev_per_a": 1.69, "gap_ev": 8.322, "total_energy_ha": -2097.84886, "charge": 1}

***

No. 2
{"formula": "C20H39N2O2P2SiTc", "method": "ωB97M-V/def2-TZVPD", "species": ["C", "C", "N", "C", "C", "C", "C", "P", "Tc", "P", "C", "O", "O", "H", "H", "H", "C", "C", "H", "H", "H", "H", "C", "C", "H", "H", "H", "H", "H", "H", "H", "H", "H", "H", "H", "H", "H", "H", "H", "H", "H", "H", "C", "Si", "C", "C", "N", "C", "C", "C", "C", "C", "C", "H", "H", "H", "H", "H", "H", "H", "H", "H", "H", "H", "H", "H", "H"], "positions_angstrom": [[-2.56060, 3.34270, -0.17918], [-1.59572, 2.34428, -0.45120], [-1.66475, 1.13147, 0.19916], [-2.79871, 0.77023, 0.83857], [-3.85835, 1.67791, 0.96039], [-3.70407, 2.97547, 0.47279], [-0.54835, 2.50849, -1.39193], [0.41590, 1.10561, -1.83956], [0.11448, -0.19500, -0.01290], [-1.19039, -1.30357, 1.68585], [-2.89080, -0.58979, 1.44304], [1.33666, 5.67641, 0.88048], [3.78649, 2.15260, 1.42116], [-2.44620, 4.25589, -0.75335], [-4.70681, 1.39041, 1.57778], [-4.47517, 3.72616, 0.63174], [-0.19261, 0.47279, -3.42287], [2.02384, 1.80496, -2.13195], [-3.42391, -0.56512, 2.40207], [-3.48348, -1.30556, 0.85038], [1.49840, 6.60432, 0.68043], [-0.72412, 3.23431, -2.21782], [-1.40363, -3.10025, 1.76490], [-0.98329, -0.91540, 3.44804], [0.07368, 0.61704, 1.43450], [4.52324, 1.87009, 2.01444], [3.00333, 1.86130, 1.89873], [1.00375, 5.78833, 1.81455], [-0.91077, -1.45023, -0.35737], [1.16612, 0.33550, 1.18501], [-0.14611, 1.27565, -4.16842], [0.46413, -0.35271, -3.71555], [-1.21880, 0.08673, -3.35471], [1.76361, 2.72572, -2.65852], [2.50565, 2.01317, -1.16995], [2.60318, 1.10101, -2.73806], [-1.68690, -1.46159, 4.07975], [0.02340, -1.15316, 3.78832], [-1.14067, 0.14441, 3.64699], [-2.05073, -3.39846, 2.60007], [-1.86386, -3.45776, 0.83776], [-0.42834, -3.59334, 1.89157], [2.33792, -2.15430, 2.58207], [2.62156, -2.49329, 0.76204], [4.43793, -2.20096, 0.46304], [2.11965, -4.25301, 0.36750], [1.64549, -1.48257, -0.37075], [1.87371, -1.81787, -1.73188], [3.06137, -1.38896, -2.38441], [3.26717, -1.66611, -3.73565], [2.30806, -2.40793, -4.44169], [1.13729, -2.86094, -3.80641], [0.92169, -2.56798, -2.46060], [3.19886, -2.60587, 3.09618], [1.45179, -2.64264, 3.00120], [2.28695, -1.08858, 2.84418], [5.01388, -2.87100, 1.11949], [4.74254, -2.39816, -0.57205], [4.72418, -1.16608, 0.69776], [1.02993, -4.38859, 0.38461], [2.47994, -4.54846, -0.62887], [2.55893, -4.93906, 1.10705], [3.78254, -0.81730, -1.80482], [4.17198, -1.30647, -4.22809], [2.47584, -2.64758, -5.49195], [0.39178, -3.44921, -4.35232], [0.01730, -2.89240, -1.93848]], "atomic_forces_ev_per_a": [[0.5, -0.8, -1.6], [0.1, 0.1, 0.7], [-0.6, -0.5, -0.7], [0.3, 0.9, -0.4], [0.5, 0.1, 0.5], [-0.7, 0.3, 0.7], [-1.7, 0.7, -1.2], [0.8, -0.5, -0.4], [-1.8, -1.3, 3.0], [0.0, -0.1, 0.7], [0.2, -0.9, 0.2], [-0.7, 0.5, 1.8], [0.8, -0.5, 0.8], [-0.1, 0.2, 0.5], [0.0, 0.1, -0.4], [0.0, -0.3, 0.0], [-0.1, 0.4, -0.4], [0.0, 0.3, -0.4], [0.2, 0.2, -0.1], [0.3, 0.4, -0.3], [0.2, 0.0, -0.5], [0.4, 0.1, 1.0], [-0.3, -0.4, -0.1], [0.2, 0.1, 0.6], [1.1, 0.1, -0.4], [-0.7, 0.4, -0.8], [-0.1, 0.1, 0.0], [0.5, -0.6, -1.3], [-0.1, -0.3, -0.8], [0.0, -0.1, 0.5], [0.0, -0.2, 0.0], [0.0, 0.2, 0.0], [0.3, 0.2, 0.1], [0.8, 0.1, -0.2], [0.0, 0.0, -0.3], [0.0, 0.4, 0.1], [0.0, -0.1, -0.1], [0.0, 0.0, -0.1], [0.0, 0.1, -0.2], [0.1, 0.2, -0.1], [0.2, 0.0, 0.1], [-0.3, 0.2, -0.1], [-0.2, 0.1, 0.1], [-0.4, 0.4, -0.6], [0.3, -0.1, -0.1], [0.2, -0.2, 0.1], [0.2, -0.1, 0.4], [0.1, -0.2, -0.7], [-0.8, -0.2, 0.2], [-0.5, -0.3, 0.1], [-0.1, -0.1, 0.0], [0.4, 0.1, 0.0], [0.4, 0.3, 0.2], [-0.1, 0.2, 0.0], [0.1, 0.0, -0.1], [0.1, -0.2, -0.1], [-0.1, 0.2, -0.2], [-0.1, -0.1, 0.3], [-0.1, -0.2, 0.0], [0.2, 0.1, 0.0], [-0.1, 0.0, 0.3], [-0.1, 0.1, -0.2], [-0.1, -0.1, -0.2], [-0.3, -0.2, 0.1], [-0.1, 0.1, 0.3], [0.4, 0.3, 0.1], [0.3, 0.1, -0.2]], "mulliken_charge": [-1.18, 0.73, 0.37, 0.54, -0.92, -0.37, -0.83, 1.65, -1.32, 1.34, -1.15, -0.60, -0.60, 0.44, 0.45, 0.43, -1.22, -1.28, 0.57, 0.45, 0.30, 0.36, -1.15, -1.59, 0.24, 0.31, 0.31, 0.32, -0.05, 0.04, 0.44, 0.16, 0.32, 0.52, 0.25, 0.31, 0.44, 0.38, 0.41, 0.48, 0.41, 0.20, -1.18, 0.00, -1.22, -1.16, 0.82, -0.09, -0.53, -0.95, -0.56, -0.69, 0.02, 0.52, 0.33, 0.31, 0.38, 0.39, 0.30, 0.32, 0.35, 0.41, 0.84, 0.44, 0.38, 0.41, 0.30], "homo_ev": [-10.121, -10.478], "multiplicity": 4, "max_force_ev_per_a": 3.74, "gap_ev": [7.716, 5.727], "total_energy_ha": -2098.21422, "charge": 1}

***

No. 3
{"formula": "C20H39NO18", "method": "ωB97M-V/def2-TZVPD", "species": ["C", "O", "C", "O", "O", "C", "H", "H", "H", "H", "H", "H", "C", "O", "C", "O", "O", "C", "H", "H", "H", "H", "H", "H", "C", "O", "C", "O", "O", "C", "H", "H", "H", "H", "H", "H", "C", "O", "C", "O", "O", "C", "H", "H", "H", "H", "H", "H", "C", "O", "C", "O", "O", "C", "H", "H", "H", "H", "H", "H", "C", "O", "C", "O", "O", "C", "H", "H", "H", "H", "H", "H", "C", "C", "N", "H", "H", "H"], "positions_angstrom": [[9.53264, 17.54134, 10.13029], [10.41757, 16.63884, 9.47269], [10.05143, 16.20639, 8.26643], [9.13315, 16.52224, 7.60917], [11.04088, 15.37118, 7.89976], [10.86201, 14.61436, 6.68903], [10.05882, 18.20510, 10.78253], [8.80581, 16.99847, 10.68772], [8.85998, 18.09996, 9.41600], [9.77978, 14.62725, 6.49718], [11.26242, 13.58136, 6.80072], [11.51356, 15.06252, 6.01642], [17.60690, 14.31920, 12.37514], [17.75526, 14.04342, 10.97613], [17.43594, 12.81675, 10.60657], [16.72872, 12.04156, 11.25765], [17.92340, 12.50475, 9.41490], [17.45438, 11.31475, 8.82686], [18.00633, 13.52786, 13.01136], [16.51826, 14.33884, 12.51254], [17.94739, 15.33002, 12.53353], [16.41131, 11.44646, 8.65388], [17.73354, 10.48097, 9.47896], [17.96316, 11.32689, 7.86818], [14.53030, 17.98351, 14.78136], [13.13740, 17.78732, 14.80293], [12.69541, 16.92867, 13.86343], [13.29356, 16.32094, 13.04754], [11.35496, 16.76886, 14.08007], [10.62324, 15.85007, 13.29568], [14.80527, 18.45033, 15.73758], [14.80713, 18.60513, 13.87406], [15.01540, 17.02260, 14.68552], [9.65554, 16.12228, 13.56036], [10.91642, 14.82770, 13.56372], [10.86133, 15.92202, 12.17700], [9.98818, 13.36611, 10.05395], [9.47039, 12.47874, 11.05910], [8.90332, 11.30297, 10.67037], [8.69033, 10.87515, 9.60866], [8.61910, 10.67168, 11.81638], [8.07884, 9.35085, 11.65733], [11.05454, 13.18376, 10.16380], [9.78632, 14.33171, 10.49755], [9.51051, 13.25113, 9.02659], [8.28151, 8.82708, 12.56048], [8.42655, 8.85455, 10.75249], [6.96599, 9.50199, 11.56355], [14.08961, 8.58322, 14.88291], [13.66037, 9.87671, 14.75905], [12.67750, 10.16192, 13.87691], [12.16994, 9.39438, 13.07077], [12.40116, 11.42590, 13.96921], [11.35539, 11.88794, 13.06791], [13.23478, 7.89539, 15.04575], [14.72245, 8.57452, 15.77377], [14.61062, 8.18171, 14.00584], [11.54180, 11.48016, 12.08280], [11.41998, 12.95454, 13.08184], [10.40081, 11.52675, 13.49611], [14.01512, 14.85175, 10.09783], [13.74136, 13.54073, 10.61467], [14.09223, 12.54974, 9.81968], [14.58468, 12.61267, 8.74583], [13.64104, 11.39549, 10.41017], [14.25932, 10.19996, 10.08428], [13.27076, 15.00374, 9.28840], [15.02431, 14.88883, 9.68650], [13.92428, 15.55822, 10.91228], [15.33075, 10.15727, 10.39011], [14.28100, 10.07724, 9.02402], [13.70204, 9.33884, 10.50917], [16.56579, 15.39240, 7.29897], [15.26642, 16.04996, 7.00169], [14.19023, 16.49114, 6.78002], [17.39236, 15.86913, 6.83422], [16.45093, 14.36736, 6.91864], [16.73154, 15.39793, 8.37960]], "atomic_forces_ev_per_a": [[-1.6, 0.5, -1.6], [-0.2, 0.6, 0.7], [2.9, -0.9, 0.4], [-2.2, 0.6, -0.9], [0.0, -0.6, 0.6], [-0.9, -0.9, 1.6], [0.6, 0.3, 0.1], [-0.4, -0.8, 0.8], [1.2, -0.3, 0.4], [0.6, -0.1, -0.7], [-0.5, 0.6, 0.5], [0.5, 1.0, -1.9], [-2.1, -0.2, -0.3], [1.3, 0.0, -0.5], [-1.8, -2.0, 0.8], [1.1, 1.3, -0.7], [0.7, 2.0, 0.6], [0.7, -0.1, -0.2], [0.3, 0.3, -0.2], [0.2, -0.1, 0.5], [0.6, 0.0, 0.1], [-0.8, -0.5, 0.0], [-0.3, -0.1, -0.4], [0.1, -0.5, 0.0], [0.9, 0.8, -0.9], [-0.8, -0.5, -0.7], [-2.8, 0.0, 1.9], [1.4, -0.4, -1.1], [1.5, 1.2, 0.4], [2.5, -0.7, -1.9], [-0.1, 0.0, -0.5], [-0.1, -0.5, 1.2], [0.3, -0.2, 0.0], [-1.9, -0.2, 0.0], [-0.4, 0.2, 0.2], [-0.5, 0.3, 1.5], [-0.4, -0.4, 0.1], [-1.2, -1.0, -0.8], [0.8, 1.4, 3.7], [-0.3, -0.4, -3.2], [0.3, -0.4, 0.1], [-1.9, 1.1, -0.7], [0.3, 0.3, -1.1], [-0.1, 0.4, -0.4], [0.8, -0.1, 1.4], [0.3, -0.5, 0.5], [0.2, 0.1, 0.2], [1.0, -0.5, 0.0], [-0.2, -2.4, 0.4], [-1.0, 2.0, -0.6], [0.3, -1.4, -1.2], [0.7, 0.2, 1.2], [-0.3, 1.3, 0.1], [-0.1, -1.1, 0.9], [0.4, 0.3, 0.0], [0.0, -0.2, -0.3], [0.1, 0.4, 0.1], [-0.1, 0.0, -0.1], [0.1, 0.5, 0.0], [0.4, 0.3, -0.6], [-0.5, -0.1, -1.0], [0.3, 0.1, 0.5], [-1.8, -1.6, 1.8], [1.1, 0.3, -1.5], [-0.2, 1.8, 0.7], [1.2, -1.6, -0.2], [0.6, 0.5, 0.5], [-0.1, 0.0, 0.0], [-0.3, -0.1, 0.1], [-0.8, 0.2, 0.3], [-0.1, -0.2, -1.0], [0.2, 0.9, 0.0], [-1.6, -0.4, 0.3], [-3.0, 1.3, -0.6], [3.8, -1.5, 0.7], [0.6, 0.5, -0.6], [0.3, 0.2, 0.3], [0.0, -0.2, -0.2]], "mulliken_charge": [-0.92, -0.15, 0.65, -0.56, -0.02, -0.86, 0.27, 0.35, 0.36, 0.43, 0.20, 0.29, -0.59, -0.33, 0.96, -0.57, -0.39, -0.36, 0.31, 0.20, 0.25, 0.07, 0.30, 0.25, -0.60, -0.33, 0.70, -0.51, -0.38, -0.16, 0.23, 0.25, 0.28, 0.41, 0.06, 0.03, -0.43, -0.27, 0.71, -0.54, -0.27, -0.76, 0.18, -0.02, 0.44, 0.24, 0.34, 0.29, -0.65, -0.36, 0.86, -0.61, -0.41, -0.05, 0.30, 0.24, 0.27, 0.14, -0.35, 0.57, 0.36, 0.34, 0.18, -0.59, -0.05, -0.88, 0.07, -0.45, 0.10, 0.21, 0.40, 0.27, -0.51, 0.47, -0.51, 0.43, 0.15, 0.01], "homo_ev": -10.526, "max_force_ev_per_a": 4.09, "e_above_lowest_kcal_mol": 3.0, "gap_ev": 11.039, "total_energy_ha": -2194.51956, "charge": 0, "smiles": "COC(=O)OC.COC(=O)OC.COC(=O)OC.COC(=O)OC.COC(=O)OC.COC(=O)OC.CC#N"}